Density functional theory data (ωB97M-V/def2-TZVPD) for a cluster of 5 separate species, C3H15NO4 in total at a distorted geometry.

Atoms and positions in Å:
C  -1.285  1.576  1.024
C  -0.316  0.638  1.825
C  0.943  0.939  2.481
N  -0.818  -0.586  1.673
H  -1.001  2.603  1.267
H  -2.331  1.345  1.333
H  -1.296  1.488  -0.115
H  1.673  0.152  2.926
H  1.038  1.941  2.725
H  -1.544  -0.676  0.830
H  -0.296  -1.372  1.810
H  0.373  -3.185  -2.735
H  0.841  -1.995  -1.808
O  0.380  -2.921  -1.794
H  -1.365  -2.084  -1.490
H  -1.390  -0.642  -1.416
O  -1.835  -1.397  -1.080
H  0.610  0.452  -1.769
H  0.751  -0.187  -3.112
O  0.164  -0.045  -2.390
H  2.222  0.822  0.583
H  2.486  1.984  -0.501
O  1.997  1.152  -0.269

The relative energy (zero: lowest compared OMol25 entry of this formula, charge and spin) comes out at 2.1545 eV. Its total energy is -13032.8832 eV. For the molar mass, the calculation gives 129.2 g mol⁻¹. Its lowest unoccupied orbital energy is 0.23 eV. Its spin multiplicity is 1. As for the HOMO energy: -7.50 eV. The frontier orbital gap comes out at 7.733 eV.